Entry 1:
{
  "formula": "C23H49N4P3ScSe",
  "method": "ωB97M-V with the def2-TZVPD basis set",
  "symbols": ["Se", "Sc", "P", "P", "P", "N", "N", "N", "N", "C", "C", "C", "C", "C", "C", "C", "C", "C", "C", "C", "C", "C", "C", "C", "C", "C", "C", "C", "C", "C", "C", "C", "H", "H", "H", "H", "H", "H", "H", "H", "H", "H", "H", "H", "H", "H", "H", "H", "H", "H", "H", "H", "H", "H", "H", "H", "H", "H", "H", "H", "H", "H", "H", "H", "H", "H", "H", "H", "H", "H", "H", "H", "H", "H", "H", "H", "H", "H", "H", "H", "H"],
  "xyz": [[-0.149, 2.471, -1.759], [0.291, -0.141, -0.123], [-1.058, -1.291, -2.154], [0.968, 1.638, 1.801], [2.591, -0.143, -1.276], [-0.230, -4.326, 1.763], [1.758, -3.310, 2.730], [-0.449, -2.828, 3.664], [0.169, -1.896, 1.447], [-0.236, 2.381, 2.979], [-3.570, 4.932, -1.735], [-0.958, -4.049, 3.013], [-0.604, -3.011, -2.588], [-2.589, 3.996, -1.489], [-3.016, 1.389, 0.461], [2.953, 1.176, -2.476], [-0.343, -3.195, 0.854], [-0.854, -0.454, -3.785], [2.303, 1.198, 2.985], [1.702, 3.184, 1.065], [2.810, -1.696, -2.196], [1.181, -4.526, 2.119], [-0.598, -1.698, 2.739], [0.985, -3.039, 3.952], [-3.018, 0.318, 1.281], [-2.878, -1.481, -2.103], [-1.326, 4.674, -3.441], [-1.446, 3.845, -2.298], [1.601, -2.189, 1.814], [-3.406, 5.836, -2.845], [3.944, -0.124, -0.063], [-2.311, 5.665, -3.700], [3.972, 1.101, -2.844], [-0.954, -3.260, -3.597], [0.270, -3.421, -0.032], [0.149, 3.319, 3.403], [-1.187, 2.580, 2.469], [-2.753, 0.436, 2.351], [-0.225, -0.781, 3.217], [1.045, 3.542, 0.249], [-2.227, 6.328, -4.599], [2.803, 2.154, -2.009], [-3.271, -1.679, -3.107], [1.776, 3.957, 1.845], [2.595, -2.565, -1.560], [-3.035, 1.218, -0.619], [-0.733, 1.318, -0.424], [3.145, 0.713, 2.465], [-3.101, -0.710, 0.865], [-2.752, 2.391, 0.868], [1.063, -3.927, 4.586], [-1.065, 0.619, -3.668], [-0.765, -4.896, 3.686], [2.004, -1.296, 2.312], [1.379, -2.132, 4.427], [1.215, -5.319, 2.871], [1.745, -4.754, 1.210], [-1.065, -3.704, -1.875], [0.482, -3.155, -2.556], [3.842, -1.766, -2.552], [-3.128, -2.329, -1.456], [-1.401, -3.025, 0.622], [3.950, 0.814, 0.512], [-3.354, -0.584, -1.699], [2.256, 1.112, -3.318], [-1.648, -1.603, 2.449], [-0.419, 1.681, 3.807], [-2.021, -3.891, 2.785], [2.700, 2.967, 0.655], [1.918, 0.499, 3.746], [0.172, -0.575, -4.154], [-2.696, 3.295, -0.648], [3.854, -0.953, 0.654], [-4.451, 4.986, -1.105], [2.133, -1.735, -3.059], [2.685, 2.090, 3.517], [-4.131, 6.632, -3.010], [-0.464, 4.538, -4.109], [-1.559, -0.896, -4.500], [4.901, -0.212, -0.591], [2.136, -2.427, 0.882]],
  "forces_ev_per_a": [[0.084, -0.907, 0.688], [-0.223, -1.798, 1.382], [-0.768, -0.622, -1.604], [0.834, 1.855, 1.111], [0.915, -0.050, -0.464], [0.107, 0.752, -0.042], [-0.672, 0.237, -0.456], [0.397, 0.454, -0.896], [0.256, -0.049, -0.384], [-0.528, -0.396, -0.138], [0.493, 1.203, -1.561], [-0.047, 0.253, -0.136], [0.365, -0.260, 0.283], [0.400, -0.988, 0.756], [1.183, -0.919, 0.924], [-0.429, 0.184, 0.083], [-0.073, -0.495, 0.352], [0.189, 0.379, 0.360], [0.305, -0.516, 0.120], [-0.384, -0.230, -0.439], [-0.129, -0.226, -0.071], [-0.004, 0.353, -0.165], [0.037, -0.501, 0.486], [-0.203, 0.259, -0.048], [1.060, 0.182, -0.295], [-0.120, 0.169, 0.615], [0.561, -0.800, 0.119], [-1.968, 0.974, -0.006], [0.334, -0.257, 0.615], [0.282, -1.262, 0.948], [0.186, 0.111, 0.294], [0.131, 0.138, 0.012], [0.174, -0.088, -0.010], [-0.012, 0.168, 0.216], [-0.351, 0.135, 0.064], [0.041, -0.323, -0.244], [0.203, 0.043, 0.239], [-0.683, -0.182, -0.685], [-0.180, -0.191, -0.088], [0.550, -0.033, 0.654], [0.158, -0.808, 0.991], [0.172, -0.095, 0.002], [0.197, 0.041, 0.193], [0.069, -0.365, -0.203], [0.149, 0.176, -0.107], [-0.573, 0.463, 0.320], [-0.928, 3.337, -2.120], [-0.280, 0.225, 0.331], [-0.334, 0.758, 0.448], [-0.671, -0.877, -0.365], [0.150, 0.427, 0.192], [0.024, -0.398, -0.221], [-0.534, 0.249, -0.165], [0.080, -0.141, -0.281], [0.014, -0.336, 0.176], [0.305, -0.096, -0.418], [0.036, -0.297, 0.212], [0.107, 0.117, -0.215], [-0.236, -0.074, -0.067], [-0.097, -0.022, 0.023], [-0.032, 0.177, -0.094], [0.124, -0.176, -0.240], [0.015, -0.220, -0.316], [-0.079, -0.149, -0.159], [0.128, -0.094, 0.079], [0.131, 0.089, 0.279], [-0.037, 0.178, -0.255], [0.170, -0.370, 0.217], [-0.283, 0.140, 0.109], [0.146, 0.215, -0.246], [-0.211, 0.054, 0.015], [-0.073, 0.942, -0.708], [0.067, 0.196, -0.310], [0.138, 0.064, -0.012], [0.221, 0.091, 0.161], [-0.319, -0.299, -0.379], [0.170, -0.306, -0.076], [-0.527, 0.266, 0.165], [0.228, 0.032, 0.180], [-0.135, -0.010, 0.101], [0.037, 0.142, 0.176]],
  "mulliken_charge": [0.267, -1.466, 1.269, 1.171, 1.634, 0.224, 0.169, 0.174, 1.351, -1.200, -0.675, -0.724, -1.371, 0.209, -0.537, -1.314, -0.758, -1.106, -1.361, -0.956, -1.227, -0.801, -1.092, -0.787, -0.600, -1.242, -0.514, 0.552, -0.578, -0.532, -1.219, -0.644, 0.556, 0.493, -0.046, 0.494, 0.168, 0.341, 0.147, 0.250, 0.365, 0.309, 0.486, 0.549, 0.350, 0.428, 0.187, 0.293, 0.373, 0.255, 0.401, 0.258, 0.381, -0.096, 0.345, 0.402, 0.323, 0.445, 0.317, 0.604, 0.389, 0.301, 0.278, 0.284, 0.313, 0.341, 0.399, 0.322, 0.284, 0.362, 0.303, -0.047, 0.355, 0.442, 0.279, 0.500, 0.421, 0.386, 0.539, 0.597, 0.258],
  "de_lowest_kcal_mol": 0.00,
  "largest_force_ha_per_bohr": 0.079,
  "lumo_ev": [-11.2, -11.2],
  "homo_lumo_gap_ev": [5.37, 5.38],
  "multiplicity": 1,
  "total_charge": 3
}

=====

Entry 2:
{
  "formula": "C23H49NO8P2S2",
  "method": "ωB97M-V with the def2-TZVPD basis set",
  "symbols": ["S", "S", "P", "P", "O", "O", "O", "O", "O", "O", "O", "O", "N", "C", "C", "C", "C", "C", "C", "C", "C", "C", "C", "C", "C", "C", "C", "C", "C", "C", "C", "C", "C", "C", "C", "C", "H", "H", "H", "H", "H", "H", "H", "H", "H", "H", "H", "H", "H", "H", "H", "H", "H", "H", "H", "H", "H", "H", "H", "H", "H", "H", "H", "H", "H", "H", "H", "H", "H", "H", "H", "H", "H", "H", "H", "H", "H", "H", "H", "H", "H", "H", "H", "H", "H"],
  "xyz": [[-4.560, 1.291, -2.059], [-1.852, 3.376, -0.470], [0.179, -0.205, 2.352], [-2.983, 0.233, -2.463], [5.871, -2.067, -1.184], [-2.841, 1.998, 1.495], [-1.497, 2.869, -1.950], [-3.188, 3.867, -0.450], [1.114, -1.313, 2.605], [-1.063, -0.213, 3.361], [-0.815, 4.297, -0.088], [0.794, 1.244, 2.614], [0.483, 2.002, -1.176], [3.330, 0.462, -4.488], [5.889, -1.167, -2.280], [-2.043, -4.201, 0.938], [-2.687, 4.146, 2.706], [-1.018, -4.715, 3.210], [-2.620, -2.819, 1.301], [-2.764, -1.868, 0.110], [4.581, -0.406, -2.408], [-1.727, 1.909, 0.679], [-0.300, 1.568, -3.536], [-0.746, -4.483, 1.708], [1.167, 1.742, -3.917], [1.985, 0.454, -3.744], [-0.316, -0.251, 0.622], [4.576, 0.564, -3.599], [-1.578, 0.459, 0.065], [-2.774, -0.381, 0.537], [6.116, -1.448, 0.060], [-0.456, -3.614, 4.139], [-2.909, 4.719, 4.111], [-1.413, 0.480, -1.493], [-0.640, 1.704, -2.023], [-2.654, 2.627, 2.756], [-3.493, 2.294, 3.367], [0.264, -3.992, 4.858], [3.412, -0.460, -5.067], [-3.244, -1.135, -2.367], [-3.158, 5.774, 4.027], [4.717, 1.600, -3.293], [6.747, -0.495, -2.208], [-1.893, -4.298, -0.137], [5.695, -0.442, 0.120], [5.438, 0.321, -4.227], [0.524, 1.555, 3.484], [-0.248, -5.343, 1.264], [-1.251, -1.132, 3.583], [-1.780, 4.559, 2.273], [-0.599, -5.669, 3.517], [-0.343, -1.317, 0.401], [-1.749, 2.263, 3.250], [2.112, 0.217, -2.687], [4.338, 0.134, -1.493], [-0.614, 0.597, -3.912], [1.369, -0.350, -4.153], [7.191, -1.376, 0.242], [-3.714, 0.076, 0.241], [-1.254, -3.094, 4.668], [-3.741, 4.226, 4.609], [-1.928, -2.076, -0.565], [-2.097, -4.750, 3.349], [-0.897, 2.300, -4.079], [-2.009, 4.619, 4.716], [5.649, -2.046, 0.836], [-0.839, 2.184, 1.245], [-3.610, -2.947, 1.741], [1.210, 1.308, -1.213], [-0.791, -0.382, -1.758], [1.191, 1.978, -4.982], [-1.984, -2.354, 2.056], [-2.770, -4.964, 1.220], [-2.799, -0.376, 1.624], [0.848, 2.927, -1.347], [-3.663, -2.112, -0.452], [0.569, 0.118, 0.117], [0.078, -2.864, 3.549], [1.636, 2.583, -3.411], [-0.097, -3.614, 1.590], [3.794, -1.147, -2.548], [-2.614, 0.367, -3.805], [3.320, 1.266, -5.223], [-3.547, 4.413, 2.093], [5.982, -1.807, -3.156]],
  "forces_ev_per_a": [[0.171, -0.060, 0.016], [0.162, 0.670, 0.632], [0.961, -0.689, 0.013], [-1.010, 0.621, 0.234], [-0.126, 0.085, 0.007], [0.067, -0.301, 0.025], [-0.360, -0.330, 0.147], [-0.008, -0.218, -0.467], [-0.067, 0.243, -0.211], [-0.090, 0.351, -0.259], [0.123, -0.151, -0.080], [-0.466, 0.021, -0.175], [-0.107, -0.224, 0.479], [0.015, -0.277, 0.260], [-0.284, -0.317, 0.293], [-0.049, -0.063, 0.436], [-0.513, -0.191, 0.450], [0.244, 0.457, 0.116], [-0.279, -0.249, -0.368], [0.572, 0.118, 0.029], [-0.259, 0.296, -0.192], [-0.056, 0.037, -0.037], [0.111, 0.273, 0.017], [-0.349, 0.085, -0.146], [0.125, -0.341, -0.235], [-0.306, 0.231, -0.270], [-0.024, 0.538, 0.049], [0.074, -0.047, -0.326], [-0.117, 0.139, 0.149], [-0.661, -0.560, -0.103], [0.059, 0.040, -0.036], [0.012, 0.199, -0.604], [0.217, 0.040, -0.431], [0.068, -0.222, 0.002], [0.148, 0.265, -0.538], [-0.129, 0.401, 0.262], [-0.082, -0.138, -0.047], [-0.064, -0.053, 0.202], [-0.011, -0.076, 0.015], [0.406, -0.204, -0.043], [0.083, 0.099, 0.132], [0.042, 0.023, 0.238], [0.110, 0.074, -0.094], [0.055, 0.109, -0.102], [-0.073, 0.060, -0.051], [0.060, 0.130, -0.077], [0.155, 0.248, 0.223], [0.117, -0.058, 0.011], [-0.130, -0.238, 0.327], [-0.002, 0.046, -0.193], [-0.141, -0.174, -0.014], [-0.123, -0.059, -0.001], [0.114, -0.080, -0.120], [0.111, -0.052, 0.076], [0.068, -0.054, 0.149], [0.017, -0.127, 0.045], [-0.013, -0.104, 0.040], [0.083, -0.001, 0.077], [0.050, 0.178, -0.097], [-0.087, -0.086, 0.288], [-0.030, -0.078, 0.096], [-0.029, 0.039, -0.132], [-0.103, -0.302, 0.093], [-0.098, 0.071, 0.096], [-0.029, 0.004, 0.188], [0.050, -0.109, 0.050], [0.205, -0.049, -0.221], [0.007, 0.141, 0.249], [0.184, 0.054, -0.221], [-0.060, -0.123, -0.070], [-0.029, 0.097, -0.044], [0.011, -0.017, 0.035], [-0.022, -0.160, -0.146], [0.091, 0.225, 0.007], [0.060, 0.096, -0.045], [-0.116, -0.051, 0.007], [0.207, 0.009, 0.101], [0.048, -0.192, 0.171], [0.010, 0.099, 0.062], [0.256, -0.089, -0.058], [-0.029, -0.135, 0.062], [0.292, -0.187, 0.014], [0.095, 0.094, -0.030], [0.143, 0.121, -0.227], [0.272, 0.109, -0.157]],
  "mulliken_charge": [-0.378, 1.693, 0.751, 0.155, -0.376, -0.489, -0.614, -0.712, -0.861, -0.640, -0.772, -0.516, -0.241, -1.275, -0.776, -1.495, -0.046, -0.589, 0.628, -1.592, -0.066, -1.487, -1.454, -0.500, -1.216, 0.570, -1.133, -0.822, 2.643, -2.280, -0.668, -0.615, -1.468, -0.867, 1.481, -0.256, 0.481, 0.408, 0.378, 0.106, 0.402, 0.317, 0.387, 0.452, 0.299, 0.464, 0.337, 0.451, 0.115, 0.216, 0.384, 0.473, -0.003, -0.266, 0.253, 0.569, 0.219, 0.272, 0.756, 0.095, 0.367, 0.503, 0.352, 0.436, 0.336, 0.255, 1.009, 0.589, -0.292, 0.946, 0.632, -0.531, 0.497, 0.868, 0.376, 0.519, -0.037, 0.059, 0.129, 0.276, 0.231, 0.150, 0.400, 0.284, 0.358],
  "largest_force_ha_per_bohr": 0.024,
  "lumo_ev": 0.3,
  "homo_lumo_gap_ev": 8.91,
  "multiplicity": 1,
  "total_charge": 0
}